[1]
The following is a quantum chemistry calculation of a cluster of 2 separate species, C3H9NO2 in total at a distorted geometry, from the OMol25 dataset.

Geometry as XYZ:
```
15
Properties=species:S:1:pos:R:3:mulliken_charge:R:1
C -2.259 -0.963 0.104 -0.8956
C -1.385 0.226 0.412 0.6501
O -0.215 0.237 0.661 -0.5102
O -2.146 1.341 0.422 -0.4588
H -1.645 -1.808 -0.192 0.2882
H -2.908 -0.681 -0.707 0.3102
H -2.787 -1.226 1.016 0.2639
H -1.643 2.115 0.689 0.3405
C 2.888 0.365 -0.813 -0.6494
N 2.443 -1.010 -0.555 -0.4559
H 2.293 0.760 -1.644 0.1845
H 3.916 0.370 -1.173 0.3067
H 2.621 0.997 0.015 0.2455
H 3.031 -1.778 -0.830 0.1947
H 2.148 -1.132 0.394 0.1857
```

* energy relative to the best compared isomer or geometry (same formula, charge and spin): 22.0 kcal/mol
* SMILES string: CC(=O)O.CN
* electronic energy: -8842.0012 eV
* F_max: 1.892 eV/Å
* HOMO energy: -8.44 eV
* gap between HOMO and LUMO: 9.20 eV

[2]
The following is a quantum chemistry calculation of the molecule C2H5N3O2 at a distorted geometry, from the OMol25 dataset.

Geometry as XYZ:
```
12
Properties=species:S:1:pos:R:3:mulliken_charge:R:1
H 1.766 0.522 1.913 0.1890
N 0.855 0.421 1.431 -0.6828
C 1.193 0.552 0.213 0.7034
N 2.369 0.789 -0.356 -0.3974
O 0.284 0.390 -0.706 -0.3527
N -1.082 0.268 -0.329 -0.1842
C -1.445 -1.115 -0.276 0.0376
O -2.586 -1.376 0.011 -0.4934
H 3.094 0.889 0.273 0.2200
H 2.239 0.418 -1.285 0.2372
H -1.383 0.935 0.374 0.3253
H -0.783 -1.842 -0.556 0.3980
```

* energy relative to the best compared isomer or geometry (same formula, charge and spin): 88.0 kcal/mol
* SMILES string: [H]/N=C(\N)ONC=O
* electronic energy: -10717.9928 eV
* F_max: 5.327 eV/Å
* HOMO energy: -9.79 eV
* gap between HOMO and LUMO: 10.42 eV

[3]
The following is a quantum chemistry calculation of a cluster of 6 separate species, C6H24O6 in total at a distorted geometry, from the OMol25 dataset.

Geometry as XYZ:
```
36
Properties=species:S:1:pos:R:3:mulliken_charge:R:1
C 2.488 -0.583 4.196 -0.9977
C 2.233 0.741 3.483 -0.2541
O 1.454 0.481 2.321 -0.4111
H 3.103 -0.420 5.090 0.3450
H 2.956 -1.285 3.510 0.3026
H 1.569 -1.016 4.589 0.2524
H 3.176 1.213 3.186 0.2311
H 1.681 1.421 4.130 0.2737
H 1.930 0.116 1.572 0.2528
C -4.681 -1.783 -2.447 -1.1013
C -3.530 -1.125 -1.663 0.0459
O -2.347 -1.799 -2.087 -0.4852
H -4.336 -2.726 -2.880 0.3107
H -4.949 -1.190 -3.320 0.2729
H -5.512 -2.112 -1.824 0.2981
H -3.693 -1.258 -0.592 0.2680
H -3.494 -0.063 -1.914 0.1663
H -1.611 -1.589 -1.492 0.2788
C -2.583 1.703 0.841 -0.5656
O -1.308 1.757 0.185 -0.5672
H -3.356 1.509 0.105 0.1891
H -2.506 0.978 1.656 0.2555
H -2.810 2.656 1.329 0.3249
H -0.724 2.271 0.750 0.2794
C 4.564 0.773 -0.934 -0.5916
O 3.317 1.021 -0.301 -0.4353
H 5.375 0.860 -0.210 0.2521
H 4.570 -0.263 -1.280 0.2325
H 4.625 1.350 -1.859 0.2858
H 3.183 1.936 -0.052 0.2696
O 0.033 -0.389 -1.144 -0.6882
H -0.501 0.235 -0.616 0.4102
H 0.947 -0.135 -0.966 0.2644
O 0.566 -1.278 -3.930 -0.6342
H -0.155 -0.882 -4.428 0.3002
H 0.326 -1.127 -3.003 0.3698
```

* energy relative to the best compared isomer or geometry (same formula, charge and spin): 51.5 kcal/mol
* SMILES string: CCO.CCO.CO.CO.O.O
* electronic energy: -18894.7803 eV
* F_max: 1.358 eV/Å
* HOMO energy: -9.83 eV
* gap between HOMO and LUMO: 10.19 eV

[4]
The following is a quantum chemistry calculation of a cluster of 2 separate species, C3HClFO2 in total at a distorted geometry, from the OMol25 dataset.

Geometry as XYZ:
```
8
Properties=species:S:1:pos:R:3:mulliken_charge:R:1
C 0.045 1.371 -2.054 -0.0594
C 0.202 -0.966 0.478 -0.4351
C -0.693 -0.147 1.336 0.6264
O 0.594 0.000 1.630 -0.3527
O -1.748 0.285 1.650 -0.5979
F 0.547 0.373 -2.734 -0.0780
Cl 0.355 -2.559 0.861 -0.2120
H 0.698 1.643 -1.167 0.1086
```

* energy relative to the best compared isomer or geometry (same formula, charge and spin): 146.6 kcal/mol
* charge: -1
* electronic energy: -22456.9902 eV
* F_max: 4.761 eV/Å
* HOMO energy: -2.86 eV
* gap between HOMO and LUMO: 6.19 eV